A cluster of 14 separate species, C89H198N14O12 in total in a non-equilibrium geometry. Source: OMol25; level of theory: the ωB97M-V functional and the def2-TZVPD basis.

Calculated values
E: -140860.9167 eV
lowest unoccupied orbital energy: -9.45 eV
HOMO: -17.042 eV
charge: +6
gap between HOMO and LUMO: 0.279 Ha

Each line ends with the Löwdin charge.
Cartesian coordinates (Å):
C1 -12.380 -3.008 4.703  -0.078
C2 -11.218 -2.198 4.133  -0.222
C3 -10.023 -3.130 3.774  -0.109
N1 -8.859 -2.349 3.127  -0.221
C4 -8.308 -1.211 4.036  0.063
C5 -9.081 -1.899 1.624  -0.044
C6 -7.631 -1.783 1.116  -0.150
C7 -6.827 -2.884 1.818  -0.145
C8 -7.783 -3.408 2.888  -0.134
H1 -12.271 -3.447 5.694  0.088
H2 -12.550 -3.802 3.976  0.080
H3 -13.277 -2.389 4.713  0.089
H4 -10.880 -1.382 4.772  0.101
H5 -11.548 -1.622 3.268  0.112
H6 -10.328 -3.933 3.103  0.130
H7 -9.563 -3.623 4.630  0.135
H8 -8.192 -1.628 5.036  0.113
H9 -8.927 -0.314 4.051  0.113
H10 -7.317 -0.948 3.666  0.078
H11 -9.729 -1.043 1.434  0.141
H12 -9.511 -2.811 1.211  0.132
H13 -7.398 -0.795 1.515  0.094
H14 -7.563 -1.857 0.030  0.128
H15 -5.915 -2.573 2.327  0.085
H16 -6.558 -3.717 1.169  0.120
H17 -7.299 -3.645 3.835  0.119
H18 -8.288 -4.285 2.483  0.133
C9 7.389 0.017 -0.263  -0.051
C10 7.159 1.286 0.672  -0.190
C11 5.719 1.699 0.922  -0.110
N2 5.456 2.784 2.021  -0.190
C12 6.006 2.491 3.410  0.032
C13 3.925 3.006 2.140  -0.090
C14 3.537 4.057 1.090  -0.159
C15 4.769 4.803 0.677  -0.140
C16 5.942 4.228 1.569  -0.030
H19 6.585 -0.078 -0.992  0.041
H20 7.385 -0.907 0.316  0.071
H21 8.348 0.171 -0.759  0.082
H22 7.650 2.153 0.231  0.083
H23 7.589 1.092 1.654  0.112
H24 5.268 0.783 1.303  0.111
H25 5.103 2.044 0.092  0.116
H26 7.089 2.519 3.294  0.111
H27 5.502 1.592 3.764  0.094
H28 5.671 3.257 4.109  0.097
H29 3.667 3.372 3.133  0.125
H30 3.398 2.085 1.892  0.095
H31 2.776 4.742 1.463  0.130
H32 3.138 3.565 0.203  0.080
H33 4.717 5.879 0.846  0.126
H34 4.982 4.625 -0.377  0.072
H35 6.051 4.975 2.355  0.135
H36 6.899 4.119 1.058  0.119
C17 -2.296 -5.000 1.067  -0.087
C18 -2.994 -5.633 2.276  -0.191
C19 -3.336 -4.631 3.425  -0.085
N3 -3.857 -5.239 4.785  -0.220
C20 -5.058 -6.141 4.498  0.024
C21 -4.351 -4.125 5.768  -0.056
C22 -3.012 -3.616 6.393  -0.155
C23 -2.056 -4.803 6.447  -0.137
C24 -2.676 -5.870 5.531  -0.073
H37 -1.278 -4.632 1.186  0.062
H38 -2.780 -4.118 0.649  0.070
H39 -2.300 -5.652 0.193  0.082
H40 -2.494 -6.480 2.745  0.109
H41 -3.980 -5.890 1.889  0.105
H42 -4.238 -4.104 3.114  0.102
H43 -2.515 -3.953 3.655  0.110
H44 -4.812 -7.016 3.897  0.109
H45 -5.824 -5.616 3.927  0.088
H46 -5.489 -6.461 5.446  0.112
H47 -4.828 -4.579 6.637  0.136
H48 -4.945 -3.353 5.278  0.114
H49 -3.293 -3.328 7.406  0.123
H50 -2.631 -2.788 5.795  0.090
H51 -1.878 -5.093 7.483  0.120
H52 -1.083 -4.518 6.047  0.111
H53 -3.132 -6.769 5.948  0.136
H54 -1.951 -6.280 4.828  0.122
C25 6.874 3.105 -2.266  -0.053
C26 5.677 2.704 -3.138  -0.235
C27 4.598 3.778 -3.333  -0.077
N4 3.425 3.296 -4.232  -0.163
C28 2.983 1.852 -3.865  0.022
C29 3.895 3.501 -5.733  -0.054
C30 3.384 4.888 -6.141  -0.133
C31 2.536 5.473 -4.996  -0.149
C32 2.166 4.237 -4.238  -0.129
H55 7.465 3.889 -2.740  0.101
H56 7.456 2.201 -2.085  0.074
H57 6.514 3.420 -1.287  0.041
H58 5.227 1.804 -2.721  0.077
H59 6.049 2.292 -4.076  0.115
H60 5.076 4.603 -3.860  0.141
H61 4.263 4.026 -2.326  0.122
H62 3.849 1.275 -4.187  0.089
H63 2.137 1.521 -4.467  0.087
H64 2.835 1.659 -2.802  0.085
H65 3.403 2.735 -6.332  0.121
H66 4.970 3.370 -5.858  0.131
H67 2.833 4.916 -7.082  0.120
H68 4.211 5.596 -6.188  0.123
H69 1.647 5.971 -5.382  0.121
H70 3.056 6.078 -4.254  0.125
H71 1.313 3.629 -4.538  0.102
H72 1.831 4.628 -3.277  0.116
C33 -6.616 4.009 0.451  -0.062
C34 -5.889 4.409 -0.886  -0.212
C35 -4.606 5.191 -0.593  -0.094
N5 -4.028 5.843 -1.902  -0.218
C36 -3.617 4.769 -2.923  0.030
C37 -2.854 6.825 -1.612  -0.057
C38 -3.158 7.970 -2.575  -0.163
C39 -4.343 7.690 -3.471  -0.139
C40 -5.101 6.785 -2.542  -0.106
H73 -7.555 3.627 0.052  0.078
H74 -6.885 4.820 1.129  0.081
H75 -6.155 3.264 1.099  0.067
H76 -6.473 4.937 -1.640  0.099
H77 -5.611 3.477 -1.378  0.092
H78 -3.801 4.635 -0.114  0.131
H79 -4.878 6.059 0.008  0.132
H80 -4.539 4.423 -3.390  0.099
H81 -3.166 4.032 -2.258  0.093
H82 -3.060 5.237 -3.734  0.080
H83 -1.935 6.316 -1.905  0.119
H84 -2.787 7.037 -0.545  0.137
H85 -2.302 8.415 -3.081  0.125
H86 -3.376 8.820 -1.928  0.127
H87 -4.120 7.074 -4.343  0.096
H88 -4.831 8.628 -3.734  0.145
H89 -5.862 6.193 -3.050  0.127
H90 -5.500 7.417 -1.748  0.150
C41 1.376 -1.346 -4.043  -0.074
C42 1.685 -2.708 -4.750  -0.180
C43 3.147 -2.712 -5.145  -0.118
N6 3.592 -4.075 -5.819  -0.212
C44 2.646 -4.431 -6.953  0.038
C45 3.633 -5.236 -4.731  -0.055
C46 4.738 -6.165 -5.242  -0.139
C47 5.530 -5.436 -6.289  -0.159
C48 5.098 -3.972 -6.181  -0.077
H91 0.850 -0.595 -4.632  0.054
H92 2.223 -0.805 -3.622  0.045
H93 0.723 -1.566 -3.198  0.046
H94 1.034 -2.842 -5.615  0.112
H95 1.468 -3.524 -4.061  0.096
H96 3.892 -2.434 -4.400  0.119
H97 3.442 -1.988 -5.905  0.127
H98 1.761 -4.907 -6.532  0.109
H99 3.133 -5.223 -7.521  0.109
H100 2.408 -3.597 -7.614  0.116
H101 2.644 -5.689 -4.649  0.137
H102 3.911 -4.774 -3.784  0.106
H103 4.322 -7.129 -5.536  0.134
H104 5.323 -6.321 -4.336  0.103
H105 5.372 -5.860 -7.280  0.120
H106 6.618 -5.478 -6.328  0.131
H107 5.405 -3.302 -6.984  0.147
H108 5.583 -3.654 -5.258  0.112
C49 7.519 -4.153 -2.709  -0.096
C50 6.546 -4.921 -1.837  -0.214
C51 5.866 -4.153 -0.674  -0.076
N7 5.000 -5.037 0.292  -0.227
C52 5.806 -6.085 1.029  0.044
C53 3.767 -5.644 -0.402  -0.092
C54 2.835 -6.002 0.739  -0.161
C55 2.990 -4.909 1.790  -0.125
C56 4.227 -4.123 1.326  -0.057
H109 7.037 -3.216 -2.987  0.062
H110 7.898 -4.599 -3.629  0.088
H111 8.389 -3.757 -2.186  0.083
H112 6.963 -5.898 -1.591  0.120
H113 5.774 -5.018 -2.601  0.064
H114 5.266 -3.317 -1.033  0.108
H115 6.602 -3.642 -0.054  0.128
H116 6.582 -5.539 1.565  0.117
H117 6.167 -6.802 0.291  0.106
H118 5.242 -6.658 1.765  0.115
H119 4.027 -6.530 -0.981  0.141
H120 3.329 -4.823 -0.969  0.110
H121 2.879 -7.000 1.173  0.125
H122 1.820 -5.938 0.347  0.115
H123 3.101 -5.346 2.782  0.124
H124 2.074 -4.321 1.739  0.108
H125 5.028 -3.879 2.024  0.127
H126 3.873 -3.264 0.756  0.100
C57 -2.423 -0.950 -3.745  -0.068
C58 -2.554 0.564 -4.120  -0.232
C59 -2.106 0.911 -5.568  -0.150
C60 -1.857 2.438 -5.748  -0.107
N8 -1.670 2.995 -7.159  -0.198
C61 -1.274 4.508 -6.978  -0.041
C62 -2.659 5.278 -6.904  -0.089
C63 -3.799 4.225 -7.314  -0.096
C64 -3.036 3.016 -7.825  -0.101
C65 -0.549 2.247 -7.850  -0.096
C66 -0.272 2.761 -9.291  -0.216
C67 0.707 1.810 -9.947  -0.103
H127 -1.391 -1.296 -3.807  0.043
H128 -2.972 -1.501 -4.508  0.082
H129 -2.933 -1.128 -2.798  0.061
H130 -2.038 1.147 -3.357  0.080
H131 -3.570 0.933 -3.978  0.103
H132 -2.754 0.570 -6.375  0.115
H133 -1.206 0.303 -5.670  0.093
H134 -0.954 2.811 -5.266  0.105
H135 -2.678 2.981 -5.280  0.115
H136 -0.903 4.848 -7.945  0.112
H137 -0.520 4.780 -6.241  0.119
H138 -2.633 6.186 -7.507  0.118
H139 -2.839 5.682 -5.908  0.068
H140 -4.637 4.496 -7.956  0.135
H141 -4.217 3.903 -6.360  0.091
H142 -2.872 3.137 -8.895  0.127
H143 -3.589 2.077 -7.808  0.144
H144 -0.999 1.262 -7.974  0.133
H145 0.332 2.214 -7.209  0.134
H146 0.162 3.761 -9.331  0.108
H147 -1.125 2.781 -9.970  0.117
H148 0.812 1.990 -11.017  0.094
H149 0.400 0.772 -10.077  0.085
H150 1.683 1.842 -9.463  0.075
C68 -0.046 -2.440 8.474  -0.086
C69 -0.513 -1.182 7.798  -0.253
C70 0.362 0.059 8.046  -0.150
C71 1.663 0.261 7.262  -0.095
N9 2.313 1.653 7.350  -0.177
C72 3.623 1.788 6.548  -0.100
C73 4.549 2.755 7.285  -0.154
C74 4.184 2.516 8.761  -0.109
C75 2.820 1.829 8.749  -0.113
C76 1.308 2.846 6.987  -0.031
C77 0.654 2.673 5.563  -0.228
C78 -0.229 3.863 5.256  -0.096
H151 0.851 -2.815 7.981  0.086
H152 -0.823 -3.204 8.475  0.054
H153 0.121 -2.337 9.547  0.088
H154 -1.517 -0.858 8.073  0.117
H155 -0.772 -1.370 6.756  0.086
H156 0.563 0.034 9.117  0.122
H157 -0.315 0.877 7.799  0.108
H158 1.483 0.160 6.191  0.094
H159 2.500 -0.399 7.489  0.138
H160 3.434 2.015 5.499  0.099
H161 4.149 0.836 6.482  0.138
H162 4.403 3.805 7.031  0.108
H163 5.602 2.625 7.034  0.120
H164 4.189 3.463 9.302  0.129
H165 4.939 1.832 9.149  0.127
H166 2.038 2.350 9.301  0.138
H167 2.794 0.854 9.236  0.133
H168 1.983 3.698 7.070  0.132
H169 0.484 2.939 7.694  0.131
H170 -0.088 1.875 5.543  0.094
H171 1.390 2.569 4.766  0.095
H172 0.324 4.784 5.442  0.081
H173 -1.120 3.822 5.882  0.093
H174 -0.525 3.966 4.212  0.073
C79 3.693 -0.737 -0.624  -0.109
C80 2.475 0.101 -0.423  -0.245
C81 1.331 -0.602 0.303  -0.125
C82 -0.117 0.127 0.172  -0.018
N10 -1.070 -0.007 1.433  -0.144
C83 -0.412 0.655 2.734  -0.042
C84 -0.409 -0.396 3.860  -0.123
C85 -0.405 -1.721 3.081  -0.141
C86 -1.260 -1.464 1.850  -0.112
C87 -2.469 0.648 1.169  -0.075
C88 -3.287 -0.073 0.056  -0.179
C89 -4.760 0.456 -0.033  -0.049
H175 3.539 -1.669 -1.167  0.064
H176 4.088 -1.117 0.318  0.068
H177 4.404 -0.112 -1.164  0.050
H178 2.015 0.220 -1.405  0.088
H179 2.775 0.998 0.119  0.094
H180 1.579 -0.646 1.364  0.085
H181 1.198 -1.638 -0.006  0.091
H182 -0.674 -0.252 -0.685  0.107
H183 -0.057 1.206 0.032  0.097
H184 -1.001 1.568 2.818  0.116
H185 0.548 1.099 2.472  0.114
H186 -1.377 -0.370 4.361  0.094
H187 0.458 -0.352 4.520  0.089
H188 -0.833 -2.553 3.640  0.097
H189 0.625 -2.057 2.962  0.105
H190 -2.321 -1.540 2.086  0.103
H191 -1.058 -2.169 1.044  0.111
H192 -2.144 1.636 0.843  0.109
H193 -3.042 0.696 2.095  0.115
H194 -3.106 -1.143 0.154  0.099
H195 -2.885 0.087 -0.945  0.073
H196 -5.063 0.175 -1.041  0.070
H197 -4.769 1.543 0.049  0.054
H198 -5.567 0.104 0.609  0.051
N11 -0.003 -3.747 -1.683  -0.654
O1 -0.846 -2.917 -1.673  -0.009
O2 1.217 -3.650 -1.663  -0.073
O3 -0.445 -4.937 -1.725  -0.067
N12 -0.179 3.311 -1.441  -0.674
O4 1.029 3.412 -1.206  -0.059
O5 -0.962 3.573 -0.523  -0.048
O6 -0.580 3.123 -2.545  -0.027
N13 3.858 -0.947 3.804  -0.657
O7 3.273 0.023 3.317  -0.101
O8 3.207 -1.566 4.608  -0.014
O9 4.794 -1.435 3.182  -0.040
N14 -4.220 -0.085 4.272  -0.649
O10 -3.640 0.338 5.250  -0.004
O11 -5.057 0.602 3.705  -0.043
O12 -4.117 -1.286 3.861  -0.114